Entry 1:
Molecular formula: C12H17N3
Method: DFT, ωB97M-V/def2-TZVPD

Structure (XYZ):
```
32
Properties=species:S:1:pos:R:3:nbo_charge:R:1
C -0.81 -2.49 -1.51 -0.097
C -1.62 -1.33 -1.91 -0.228
C 0.42 -2.31 -0.99 -0.272
C -1.29 -0.15 -1.38 -0.122
C 0.94 -0.99 -0.71 -0.086
C -0.10 0.13 -0.62 0.079
C 2.19 -1.14 -1.06 0.528
C -0.94 0.32 1.93 0.599
C 0.19 1.54 -0.11 0.187
C -1.57 -1.03 2.16 -0.647
C 1.61 1.96 0.25 -0.652
C -0.56 2.70 -0.83 -0.623
N -0.56 0.69 0.74 -0.373
N 3.29 -1.75 -1.12 -0.660
N -0.79 1.18 2.90 -0.698
H -1.17 -3.57 -1.68 0.278
H -2.48 -1.44 -2.59 0.272
H 0.97 -3.22 -0.58 0.255
H -1.94 0.77 -1.55 0.250
H -1.64 -1.22 3.19 0.255
H -2.48 -0.97 1.67 0.269
H -0.89 -1.80 1.52 0.246
H 1.75 2.87 0.97 0.273
H 2.09 2.31 -0.64 0.257
H 2.11 1.21 0.78 0.217
H -1.62 2.70 -0.69 0.234
H -0.58 2.52 -1.83 0.241
H -0.20 3.62 -0.47 0.248
H 4.04 -1.74 -1.85 0.474
H 3.67 -2.29 -0.34 0.445
H -1.07 0.86 3.78 0.427
H -0.96 2.08 2.57 0.424
```

Calculated values
energy above the lowest of the compared OMol25 structures with the same formula, charge and spin = 4.1452 eV
HOMO (alpha / beta) = -15.988 / -15.988 eV
strongest force on any atom = 5.12 eV Å⁻¹
SMILES = CC(=[NH2+])N1C(C)(C)[C@]12C=CC=CC2=C=[NH2+]
M = 203.29 g mol⁻¹
orbital gap (alpha / beta) = 7.596 / 7.596 eV
spin multiplicity = 1
total charge = +2
LUMO (alpha / beta) = -8.4 / -8.4 eV

---

Entry 2:
Molecular formula: C18H21B2CoF4N6O6S2
Method: DFT, ωB97M-V/def2-TZVPD

Structure (XYZ):
```
60
Properties=species:S:1:pos:R:3:mulliken_charge:R:1
Co -1.50 -0.07 0.54 -1.328
C -4.64 2.45 1.76 -1.599
C -3.65 1.59 1.05 0.576
N -2.50 1.26 1.55 0.234
O -2.24 1.67 2.77 -0.488
B -0.81 1.50 3.27 0.834
F 0.02 2.25 2.43 -0.288
F -0.79 1.81 4.56 -0.296
O -0.43 0.02 3.10 -0.538
N -0.16 -0.19 1.81 0.899
C 1.03 -0.25 1.36 0.465
C 2.27 -0.36 2.16 -1.329
C 0.75 -1.38 -0.76 0.401
N -0.76 -1.56 -0.41 1.146
O -1.37 -2.48 -0.80 -0.445
B -3.84 -1.56 -2.00 0.584
F -4.55 -1.94 -0.96 -0.190
F -3.79 -2.21 -3.12 -0.153
O -3.08 -0.38 -1.93 -0.417
N -2.99 0.19 -0.67 0.571
C -3.90 1.02 -0.30 0.784
C -5.10 1.40 -1.08 -1.793
C 0.80 -1.30 -2.27 -1.221
H -4.15 3.03 2.53 0.444
H -5.39 1.82 2.24 0.336
H -5.15 3.10 1.06 0.456
H 2.17 0.24 3.06 0.496
H 3.13 -0.05 1.58 0.296
H 2.41 -1.40 2.47 0.286
H -5.18 0.87 -2.02 0.363
H -5.06 2.47 -1.29 0.439
H -6.00 1.23 -0.48 0.428
H 1.79 -1.01 -2.59 0.225
H 0.07 -0.59 -2.65 0.476
H 0.58 -2.29 -2.69 0.432
O 2.69 -5.08 0.25 -0.495
C 3.47 -4.09 -0.21 0.923
C 4.82 -4.29 -0.51 -0.789
C 5.58 -3.25 -0.99 -0.538
C 5.03 -1.98 -1.19 -1.330
C 3.70 -1.78 -0.92 -0.213
C 2.89 -2.83 -0.42 0.414
C 1.50 -2.59 -0.06 -0.011
O 0.85 -3.18 0.76 -0.535
N 1.02 -0.12 -0.08 0.489
N -0.07 0.75 -0.37 0.544
C 0.24 2.03 -0.50 -0.041
S -0.97 3.22 -0.69 0.041
C 0.16 4.61 -0.34 -0.651
C 1.50 4.26 -0.97 -0.666
S 1.88 2.53 -0.54 0.098
H 3.19 -5.91 0.31 0.353
H 5.26 -5.27 -0.36 0.325
H 6.63 -3.42 -1.21 0.425
H 5.64 -1.17 -1.56 0.443
H 3.27 -0.80 -1.05 0.524
H 0.23 4.72 0.74 0.296
H -0.27 5.50 -0.79 0.485
H 2.30 4.87 -0.56 0.459
H 1.48 4.35 -2.05 0.362
```

Calculated values
energy above the lowest of the compared OMol25 structures with the same formula, charge and spin = 0.0092 eV
HOMO (alpha / beta) = -13.970 / -13.970 eV
strongest force on any atom = 0.34 eV Å⁻¹
M = 638.09 g mol⁻¹
orbital gap (alpha / beta) = 5.357 / 5.359 eV
spin multiplicity = 1
total charge = +2
LUMO (alpha / beta) = -8.6 / -8.6 eV

---

Question: Which value of spin multiplicity does entry 2 give?
Answer: 1

---

Question: The lowest energy above the lowest of the compared OMol25 structures with the same formula, charge and spin belongs to which entry?
Answer: C18H21B2CoF4N6O6S2

---

Question: What is the M in the first record?
Answer: 203.29 g mol⁻¹